Molecular formula: C10H22Al
Method: DFT, ωB97M-V with the def2-TZVPD basis set

## Properties
**E_LUMO**: 3.11 eV
**HOMO level**: -4.37 eV
**Charge**: -1

```
33
Properties=species:S:1:pos:R:3:lowdin_charge:R:1
C 3.848 -0.473 0.341 -0.1280
C 2.308 -1.112 0.245 -0.2768
C 1.968 -2.063 -1.049 -0.1179
C 1.310 -0.753 1.327 -0.0774
C 1.199 0.833 1.727 -0.2204
C -0.200 1.566 1.289 -0.1917
C -0.753 1.174 -0.206 -0.3251
C -0.741 2.553 -1.152 -0.1386
C -2.340 0.769 -0.041 -0.3017
C -2.880 -0.341 -1.121 -0.3777
Al -2.754 -2.188 -0.198 0.1118
H 4.061 0.002 1.390 0.0695
H 4.664 -1.229 -0.032 0.0708
H 3.865 0.429 -0.440 0.0722
H 2.874 -2.793 -1.210 0.0614
H 1.967 -1.337 -1.997 0.0898
H 0.930 -2.612 -0.915 0.0459
H 0.726 -1.643 1.814 0.1093
H 2.131 1.480 1.358 0.1066
H 1.259 0.880 2.918 0.0994
H -1.013 1.421 2.133 0.1114
H 0.036 2.736 1.255 0.1058
H -0.104 0.392 -0.787 0.1281
H 0.336 3.012 -1.066 0.0626
H -0.915 2.278 -2.292 0.0792
H -1.546 3.350 -0.780 0.0817
H -2.953 1.770 -0.226 0.0906
H -2.610 0.407 1.039 0.0713
H -4.044 -0.135 -1.269 0.0418
H -2.355 -0.289 -2.167 0.0386
H -3.684 -3.224 -1.013 -0.1745
H -1.222 -2.673 -0.168 -0.1615
H -3.371 -2.185 1.293 -0.1565
```



Molecular formula: C10H22B2IN3O5
Method: DFT, ωB97M-V with the def2-TZVPD basis set

## Properties
**E_LUMO**: -0.91 eV
**HOMO level**: -10.26 eV
**Charge**: 0

```
43
Properties=species:S:1:pos:R:3:lowdin_charge:R:1
C -3.759 1.917 -1.879 -0.0496
C -2.471 1.929 -1.115 -0.2364
O -1.749 3.158 -1.302 0.1106
B -0.418 3.073 -1.122 -0.6186
O 0.382 3.459 -2.161 0.2000
C 0.314 2.589 0.256 -0.2113
C -0.476 3.030 1.388 -0.2332
N -1.073 3.425 2.290 0.2017
C 0.672 1.084 0.378 -0.6332
I 2.207 0.887 1.932 1.0840
C -0.428 0.266 0.821 -0.3211
N -1.353 -0.421 0.910 0.2194
B 1.397 0.457 -0.893 -0.7523
N 1.239 -0.968 -1.130 0.1751
O 2.150 1.278 -1.699 0.1438
H -4.448 2.667 -1.516 0.0817
H -4.201 0.940 -1.744 0.0766
H -3.553 2.069 -2.931 0.0855
H -1.865 1.083 -1.431 0.1009
H -2.663 1.782 -0.056 0.1146
H 1.281 3.599 -1.849 0.1025
H 1.258 3.120 0.306 0.1228
H 1.444 -1.186 -2.098 0.0748
H 1.956 -1.447 -0.591 0.0905
H 1.765 1.449 -2.564 0.1179
C 2.470 -2.105 4.634 -0.1103
C 3.729 -1.887 5.450 -0.3196
O 4.373 -0.659 5.110 -0.0960
H 2.704 -2.106 3.570 0.0513
H 1.990 -3.051 4.887 0.0747
H 1.752 -1.300 4.811 0.0643
H 4.453 -2.676 5.255 0.1107
H 3.502 -1.895 6.521 0.1089
H 3.759 0.055 5.306 0.0706
C -1.869 -3.523 -3.242 -0.0864
C -1.517 -2.049 -3.298 -0.3173
O -2.496 -1.247 -2.642 -0.0882
H -2.838 -3.698 -3.711 0.0758
H -1.118 -4.128 -3.753 0.0732
H -1.936 -3.863 -2.206 0.0753
H -1.466 -1.712 -4.333 0.1124
H -0.545 -1.862 -2.833 0.0776
H -2.554 -1.533 -1.724 0.0761
```



Molecular formula: C10H22BBr4N3O14
Method: DFT, ωB97M-V with the def2-TZVPD basis set

## Properties
**E_LUMO**: -0.85 eV
**HOMO level**: -8.90 eV
**Charge**: 0
**Relative energy (zero: lowest compared OMol25 entry of this formula, charge and spin)**: 0.000 eV

```
54
Properties=species:S:1:pos:R:3:lowdin_charge:R:1
N -0.317 -1.598 -3.175 0.2881
H -1.288 -1.644 -2.853 0.1126
H -0.236 -0.842 -3.862 0.0892
H -0.002 -2.513 -3.494 0.1425
H 0.280 -1.384 -2.350 0.0650
N 0.576 1.364 -1.049 0.2378
H 0.743 1.738 -1.997 0.0883
H 1.016 0.409 -1.113 0.0624
H -0.423 1.240 -0.884 0.0413
H 1.118 1.886 -0.357 -0.0250
N 4.512 0.229 -2.106 0.2821
H 4.815 1.207 -2.126 0.1444
H 4.668 -0.197 -1.187 0.1184
H 4.967 -0.303 -2.841 0.1474
H 3.485 0.361 -2.281 0.0865
O -2.767 -4.775 4.765 0.1710
C -2.206 -4.362 3.810 -0.4186
O -2.792 -3.823 2.763 0.2328
B -1.737 -3.440 1.797 -0.8503
O -0.470 -3.610 2.527 0.2290
C -0.693 -4.416 3.554 -0.4064
O 0.129 -4.927 4.231 0.1763
O -1.690 -4.296 0.583 0.2511
C -1.744 -3.540 -0.489 -0.3900
O -1.642 -3.900 -1.627 0.1324
C -1.837 -2.069 -0.005 -0.3912
O -1.950 -2.069 1.290 0.2424
O -1.934 -1.096 -0.714 0.0677
O 3.581 -1.865 -0.572 0.0244
C 2.232 -2.124 -0.828 -0.7306
O 1.481 -1.156 -1.146 -0.0870
O 1.921 -3.311 -0.929 0.0487
H 3.840 -2.807 -0.662 0.1221
O 2.084 1.703 -5.318 0.0991
C 1.640 1.336 -4.088 -0.7387
O 0.471 0.866 -3.984 -0.0567
O 2.409 1.501 -3.094 -0.0834
H 1.217 1.691 -5.789 0.1302
Br -6.451 1.267 2.085 0.6173
C -4.695 1.337 1.217 -0.7043
C -3.566 1.311 2.214 -0.6281
Br -1.898 1.753 1.234 0.6639
H -4.704 2.277 0.680 0.0387
H -4.578 0.501 0.533 0.0570
H -3.399 0.381 2.751 0.0644
H -3.686 2.036 3.017 0.0525
Br 3.108 4.769 3.800 0.6208
C 1.194 4.875 3.515 -0.6881
C 0.868 5.176 2.078 -0.6472
Br 1.604 3.911 0.762 0.6597
H 0.797 5.639 4.179 0.0666
H 0.742 3.939 3.841 0.0616
H 1.402 6.085 1.810 0.0455
H -0.195 5.279 1.886 0.0642
```



Molecular formula: C10H22BClF4O2Sb
Method: DFT, ωB97M-V with the def2-TZVPD basis set

## Properties
**E_LUMO**: 3.00 eV
**HOMO level**: -3.61 eV
**Charge**: -1

```
41
Properties=species:S:1:pos:R:3:lowdin_charge:R:1
C -0.888 -2.814 2.341 -0.1451
C -1.861 -1.553 2.009 -0.2143
B -1.644 -0.965 0.509 -0.5074
O -2.850 -0.960 -0.333 -0.0481
Sb 0.276 -0.244 -0.377 1.1405
C 2.289 0.274 -1.256 -0.3207
O 3.393 -0.427 -0.561 -0.0902
C 3.921 -1.428 -1.350 -0.5503
F 2.954 -2.396 -1.670 0.0705
F 4.552 -0.941 -2.520 0.0669
F 4.937 -2.118 -0.657 0.0721
C 0.478 1.489 0.980 -0.3871
C 0.539 1.227 2.542 -0.7645
C 1.036 2.621 3.208 -0.1833
Cl 1.744 -0.026 3.107 0.5280
C -0.757 1.129 -1.831 -0.4022
F 0.295 1.924 -2.462 -0.1752
C -1.556 0.371 -2.979 -0.2478
C -3.080 0.926 -2.958 -0.1414
H -1.377 -3.386 3.199 0.0644
H -0.796 -3.446 1.406 0.0728
H 0.137 -2.456 2.685 0.0338
H -2.923 -1.990 2.079 0.0885
H -1.792 -0.783 2.836 0.0764
H -2.678 -1.681 -0.979 0.0844
H 0.191 -1.561 -1.543 -0.0625
H 1.153 -1.353 0.685 -0.0593
H 2.227 -0.013 -2.363 0.0789
H 2.492 1.392 -1.171 0.0665
H 1.387 2.121 0.681 0.0628
H -0.428 2.172 0.798 0.0655
H -0.515 1.084 2.935 0.0863
H 1.040 2.590 4.338 0.0610
H 0.380 3.430 2.759 0.0702
H 2.083 2.819 2.785 0.0731
H -1.376 1.842 -1.207 0.0797
H -1.120 0.732 -3.973 0.1055
H -1.506 -0.758 -2.910 0.0656
H -3.252 1.715 -3.757 0.0625
H -3.766 0.025 -3.066 0.0612
H -3.339 1.418 -1.960 0.0623
```



Molecular formula: C10H22Cl17HgO2
Method: DFT, ωB97M-V with the def2-TZVPD basis set

## Properties
**E_LUMO**: 1.53 eV
**HOMO level**: -4.83 eV
**Charge**: -1

```
52
Properties=species:S:1:pos:R:3:lowdin_charge:R:1
Hg 0.338 2.261 0.002 0.8255
C 3.626 1.895 -1.408 -0.3223
O 2.733 2.344 -0.417 -0.4636
H 4.594 2.238 -1.043 0.0551
H 3.729 0.810 -1.406 0.0214
H 3.439 2.332 -2.389 0.0462
C 0.479 3.010 3.438 -0.3153
O 1.177 2.764 2.229 -0.4736
H 0.642 4.006 3.851 0.0522
H -0.562 2.847 3.156 0.0328
H 0.773 2.250 4.161 0.0218
Cl -0.671 -0.142 -0.077 -0.2173
C -3.729 3.565 -0.669 -0.9058
Cl -2.752 2.658 0.543 0.4583
Cl -3.229 3.191 -2.413 0.4388
H -4.765 3.256 -0.534 0.0163
H -3.733 4.614 -0.373 0.0293
C 0.737 -2.274 -3.950 -0.9690
Cl 0.048 -2.215 -5.625 0.4921
Cl 1.787 -0.910 -3.441 0.5301
H -0.066 -2.339 -3.215 0.0223
H 1.284 -3.213 -3.860 -0.0184
C 2.693 -2.757 -0.302 -1.0389
Cl 2.228 -4.101 -1.367 0.5105
Cl 4.365 -2.209 -0.495 0.5118
H 2.008 -1.924 -0.460 -0.0060
H 2.589 -3.062 0.739 -0.0096
C -3.955 -0.865 -1.080 -1.0411
Cl -5.467 -0.230 -1.804 0.4641
Cl -4.196 -2.577 -0.847 0.5284
H -3.136 -0.850 -1.799 -0.0059
H -3.791 -0.373 -0.122 -0.0015
C -1.597 -3.624 1.237 -0.9800
Cl -2.821 -4.053 2.500 0.4682
Cl -0.007 -3.426 2.051 0.5114
H -1.472 -4.381 0.463 0.0280
H -1.839 -2.729 0.664 -0.0499
C 4.000 -0.203 3.824 -0.9513
Cl 2.265 -0.308 3.786 0.5377
Cl 4.538 1.185 2.692 0.4476
H 4.305 -0.052 4.859 0.0234
H 4.329 -1.161 3.419 0.0112
C -0.787 1.016 -4.466 -1.0284
Cl -1.678 2.206 -5.436 0.4765
Cl 0.109 1.957 -3.261 0.4357
H -1.453 0.412 -3.848 0.0204
H -0.176 0.448 -5.167 -0.0287
C -1.253 -0.317 3.421 -1.0272
Cl -0.930 -0.367 5.195 0.4565
Cl -2.955 0.160 3.267 0.4590
H -0.730 0.481 2.893 -0.0255
H -1.065 -1.247 2.885 -0.0532
```



Look up the HOMO level of the third one. -8.90 eV



Which of these has the lowest HOMO level? C10H22B2IN3O5



Among the records above, which one has the highest E_LUMO? C10H22Al